32
Properties=species:S:1:pos:R:3 method="wB97M-V/def2-TZVPD" homo_lumo_gap_ha=0.2446 total_charge=-1 multiplicity=1 largest_force_ev_per_a=0.49 homo_energy_ev=-4.09
Ag -0.326 1.085 -0.820
Te -2.907 1.329 -0.247
C -2.905 2.529 1.504
C -2.834 3.922 1.415
C -2.885 4.717 2.555
C -3.012 4.137 3.810
C -3.084 2.755 3.914
C -3.031 1.959 2.774
H -2.735 4.384 0.441
H -2.826 5.795 2.458
H -3.053 4.757 4.698
H -3.181 2.289 4.888
H -3.086 0.881 2.869
C 4.066 -2.792 -3.917
C 3.122 -2.512 -2.773
O 1.982 -1.835 -3.299
P 0.997 -0.961 -2.372
O -0.107 -0.435 -3.199
Te 2.344 0.676 -1.206
O 0.417 -2.018 -1.322
C 1.023 -2.468 -0.100
C 0.057 -2.246 1.037
H 4.965 -3.296 -3.553
H 4.361 -1.858 -4.396
H 3.592 -3.428 -4.666
H 3.609 -1.897 -2.012
H 2.792 -3.441 -2.298
H 1.958 -1.936 0.073
H 1.245 -3.530 -0.229
H -0.199 -1.190 1.117
H 0.510 -2.570 1.978
H -0.870 -2.801 0.882